(P)
Density functional theory data (the ωB97M-V functional and the def2-TZVPD basis) for one molecule with the formula C2HN5O.

Output
SMILES   n1nc2onnc2[nH]1
Kohn-Sham gap   9.844 eV

ORCA input file:
```
! wB97M-V def2-TZVPD RIJCOSX def2/J DEFGRID3
* xyz 0 1
N 1.9931 -0.1462 -0.0223
N 1.2459 -1.1759 -0.1086
C -0.0395 -0.6802 0.1313
O -1.2541 -1.0871 0.0267
N -2.0719 0.1375 -0.0250
N -1.2099 1.1283 -0.1007
C -0.0052 0.6318 0.0911
N 1.2694 1.0548 0.0259
H 1.7144 1.9975 0.0670
*
```

Results of the Mulliken charge analysis, in e, for atoms 1 through 8: number 1, N, carries -0.28; number 2, N, carries -0.24; number 3, C, carries 0.62; number 4, O, carries -0.19; number 5, N, carries -0.13; number 6, N, carries -0.27; number 7, C, carries 0.18; number 8, N, carries 0.05

***

(Q)
Density functional theory data (the ωB97M-V functional and the def2-TZVPD basis) for one molecule with the formula C2HN5O.

Output
SMILES   O=c1nncnnn1
Kohn-Sham gap   8.089 eV

ORCA input file:
```
! wB97M-V def2-TZVPD RIJCOSX def2/J DEFGRID3
* xyz 0 1
O 1.4230 1.5273 0.2876
C 0.4174 1.0448 -0.1916
N -0.8022 1.0793 0.4546
N -0.8357 0.0148 1.1685
C -0.1651 -1.1133 0.6194
N 0.2227 -1.2132 -0.6694
N -0.2636 -0.3305 -1.6775
N -0.0341 0.8016 -1.5725
H 0.0376 -1.8107 1.5809
*
```

Results of the Mulliken charge analysis, in e, for atoms 1 through 8: number 1, O, carries -0.46; number 2, C, carries 0.81; number 3, N, carries -0.22; number 4, N, carries -0.14; number 5, C, carries 0.16; number 6, N, carries -0.21; number 7, N, carries -0.08; number 8, N, carries -0.16

***

Most stable one: (P), least stable one: (Q).

***

(P)
Density functional theory data (the ωB97M-V functional and the def2-TZVPD basis) for an isolated ion of composition C6H9NO3P and charge -1.

Output
SMILES   CC(C)C1=C(O/C([O-])=N/P)O1
Kohn-Sham gap   7.630 eV

ORCA input file:
```
! wB97M-V def2-TZVPD RIJCOSX def2/J DEFGRID3
* xyz -1 1
C 0.3290 0.5754 2.0513
C 1.1907 0.9745 0.9110
C 1.8132 -0.3264 0.3423
C 0.4008 1.4964 -0.1848
C -0.8592 1.5807 -0.6535
O -1.7024 1.2784 -1.5453
C -1.7865 -0.1544 -1.9521
O -2.2174 -0.3901 -3.0662
N -1.2545 -0.9285 -1.0306
P -1.5511 -2.5757 -1.0823
O -0.7282 2.7603 0.0028
H 0.8708 0.7187 2.9357
H 0.0341 -0.4217 2.0373
H -0.5912 1.2436 2.1599
H 1.8231 1.8285 1.2103
H 2.7078 -0.0090 -0.1788
H 1.1559 -0.6341 -0.3500
H 2.0979 -0.9885 1.0831
H -0.4452 -2.9611 -0.3445
H -1.2877 -3.0669 -2.3455
*
```

Results of the Mulliken charge analysis, in e, for atoms 1 through 8: number 1, C, carries -1.72; number 2, C, carries 1.15; number 3, C, carries -1.53; number 4, C, carries -0.97; number 5, C, carries 0.96; number 6, O, carries -0.35; number 7, C, carries 0.48; number 8, O, carries -0.66

***

(Q)
Density functional theory data (the ωB97M-V functional and the def2-TZVPD basis) for an isolated ion of composition C6H9NO3P and charge -1.

Output
SMILES   C[C@H]1C(=O)C(P)=C([O-])N[C@@H]1O
Kohn-Sham gap   6.963 eV

ORCA input file:
```
! wB97M-V def2-TZVPD RIJCOSX def2/J DEFGRID3
* xyz -1 1
C 0.2369 1.9653 0.9284
C -0.3795 1.3777 -0.3373
C 0.6028 0.4354 -0.9694
O 1.2311 0.7024 -1.9774
C 0.7914 -1.1110 -0.2827
P 2.1376 -1.9146 -1.1530
C -0.1056 -1.5588 0.6663
O -0.2317 -2.6749 1.1703
N -1.0457 -0.5588 0.9522
C -1.5890 0.3934 0.0369
O -2.0750 -0.0413 -1.2207
H 0.1871 3.1602 1.0057
H 1.3154 1.6807 1.0640
H -0.2465 1.6875 1.8922
H -0.8066 1.9020 -1.1869
H 1.9742 -3.2071 -0.4768
H 3.3973 -1.7923 -0.3335
H -1.7146 -1.0170 1.5628
H -2.4054 0.9441 0.4458
H -1.2742 -0.3729 -1.7868
*
```

Results of the Mulliken charge analysis, in e, for atoms 1 through 8: number 1, C, carries -1.32; number 2, C, carries 0.76; number 3, C, carries -0.37; number 4, O, carries -0.61; number 5, C, carries 0.15; number 6, P, carries -0.26; number 7, C, carries 0.33; number 8, O, carries -0.77

***

Most stable one: (Q), least stable one: (P).

***

(P)
Density functional theory data (the ωB97M-V functional and the def2-TZVPD basis) for one molecule with the formula C9H12N4.

Output
Kohn-Sham gap   8.059 eV

ORCA input file:
```
! wB97M-V def2-TZVPD RIJCOSX def2/J DEFGRID3
* xyz 0 1
C 3.4565 0.2826 -0.4087
C 1.4532 1.1150 -0.1982
C 1.4779 -0.2223 0.0954
C -0.5089 1.5488 0.2529
C -0.8740 -0.8435 -0.2203
C -0.7718 2.5940 1.0470
C -1.8236 -1.8150 -0.3200
C 0.6183 -2.3594 0.7827
C -2.5588 0.8600 -0.7924
N 2.7099 -0.7201 -0.0808
N 2.7371 1.4397 -0.5512
N 0.3992 -1.0544 0.3430
N -1.2115 0.5337 -0.3477
H 4.4419 0.2035 -0.6072
H -1.7655 2.7025 1.3228
H 0.0572 3.2508 1.2739
H -2.7603 -1.6457 -0.8497
H -1.6129 -2.9272 -0.2879
H -0.3863 -2.3608 1.3249
H 0.8367 -3.1861 0.1300
H 1.3171 -2.4034 1.6044
H -2.4264 1.8711 -1.1540
H -2.8244 0.2626 -1.6890
H -3.2467 0.5855 0.0784
H 3.2663 2.2879 -0.7487
*
```

Results of the Mulliken charge analysis, in e, for atoms 1 through 8: number 1, C, carries -0.51; number 2, C, carries -0.63; number 3, C, carries 0.70; number 4, C, carries 0.63; number 5, C, carries 0.72; number 6, C, carries -1.02; number 7, C, carries -1.25; number 8, C, carries -1.22

***

(Q)
Density functional theory data (the ωB97M-V functional and the def2-TZVPD basis) for a 2-piece molecular cluster, C9H12N4 overall.

Output
SMILES   Cc1cc[nH]n1.C=Cn1cccn1
Kohn-Sham gap   9.753 eV

ORCA input file:
```
! wB97M-V def2-TZVPD RIJCOSX def2/J DEFGRID3
* xyz 0 1
C 3.4925 0.2171 -1.7496
C 2.2806 0.9566 -1.2892
C 2.0439 2.3466 -1.4983
C 0.7818 2.5377 -0.9900
N 0.3777 1.3870 -0.4964
N 1.2342 0.3891 -0.6477
H 4.1646 -0.1901 -0.8607
H 3.2251 -0.5962 -2.3938
H 4.0523 0.7612 -2.4585
H 2.7880 3.1163 -2.0091
H 0.2347 3.4383 -0.8767
H -0.5970 1.1986 -0.1266
C -0.3218 -3.0734 0.5706
C -0.5301 -1.9341 1.2601
N -1.6590 -1.1887 1.3783
C -2.9223 -1.2304 0.8937
C -3.5847 -0.0751 1.2366
C -2.5850 0.6974 1.8603
N -1.4240 0.0554 1.9370
H 0.6526 -3.5274 0.5213
H -1.1336 -3.5902 -0.0293
H 0.2611 -1.5003 1.9158
H -3.3782 -1.9807 0.4114
H -4.6096 0.2037 1.0290
H -2.8437 1.5816 2.4117
*
```

Results of the Mulliken charge analysis, in e, for atoms 1 through 8: number 1, C, carries -1.07; number 2, C, carries 0.51; number 3, C, carries -0.47; number 4, C, carries -0.44; number 5, N, carries 0.39; number 6, N, carries -0.65; number 7, H, carries 0.20; number 8, H, carries 0.30

***

(R)
Density functional theory data (the ωB97M-V functional and the def2-TZVPD basis) for C9H12N4 as an isolated structure.

Output
Kohn-Sham gap   8.910 eV

ORCA input file:
```
! wB97M-V def2-TZVPD RIJCOSX def2/J DEFGRID3
* xyz 0 1
C 0.2305 1.6384 1.4015
C -0.0816 0.8714 0.0092
C -0.1810 2.2247 -1.1473
C 1.2369 -0.9354 0.7118
C 2.5742 -1.4217 0.4972
C 2.2550 0.2394 -0.7171
C -2.3418 0.4401 0.3820
C -3.1375 -0.7458 0.2764
C -1.1852 -1.2464 -0.7046
H -0.1775 2.8558 1.1459
H 1.5209 1.6323 1.7882
H -0.3777 1.0013 2.3319
H -0.3229 1.8799 -2.1294
H 0.7850 2.7625 -0.7630
H -0.9692 3.0963 -0.7480
H 0.4142 -0.9193 1.6051
H 3.0374 -2.1952 1.0827
H 2.5238 1.1025 -1.3267
H -2.8035 1.6837 0.6492
H -4.2724 -0.9294 0.3264
H -0.2005 -1.7392 -0.9096
N 1.0441 0.0456 -0.1316
N 3.0975 -0.6820 -0.4009
N -1.1335 -0.0081 0.0411
N -2.3474 -1.7295 -0.5525
*
```

Results of the Mulliken charge analysis, in e, for atoms 1 through 8: number 1, C, carries -0.74; number 2, C, carries -0.14; number 3, C, carries -1.20; number 4, C, carries -0.25; number 5, C, carries -0.43; number 6, C, carries -0.02; number 7, C, carries -0.06; number 8, C, carries -0.52

***

Most stable one: (Q), least stable one: (R).

***

(P)
Density functional theory data (the ωB97M-V functional and the def2-TZVPD basis) for a 3-piece molecular cluster, C6H9NS overall.

Output
Kohn-Sham gap   8.318 eV

ORCA input file:
```
! wB97M-V def2-TZVPD RIJCOSX def2/J DEFGRID3
* xyz 0 1
C 0.8864 -0.2328 -0.0933
C 0.1780 -1.2032 -0.9551
C -0.9973 -1.3076 0.1444
C 0.3125 -0.9866 1.1475
C -0.0840 0.9688 -0.0446
C 0.2501 2.2139 0.0960
H 2.6063 1.2810 -0.3732
H 3.1211 -0.9284 -1.0225
H -0.3075 -0.9421 -1.8870
H 0.5995 -2.2805 -0.8452
H -1.4889 -2.2612 0.2630
H 0.3522 -0.2284 1.9567
H 0.6165 -1.9836 1.4418
H -0.3774 2.9487 -0.1278
H 1.2780 2.4844 0.1975
N 2.4265 -0.0391 0.0132
S -1.6662 0.3418 -0.0916
*
```

Results of the Mulliken charge analysis, in e, for atoms 1 through 8: number 1, C, carries 0.48; number 2, C, carries -0.81; number 3, C, carries -0.22; number 4, C, carries -0.88; number 5, C, carries 0.45; number 6, C, carries -1.00; number 7, H, carries 0.29; number 8, H, carries 0.28

***

(Q)
Density functional theory data (the ωB97M-V functional and the def2-TZVPD basis) for one molecule with the formula C6H9NS.

Output
SMILES   S=C1C=CCCNC1
Kohn-Sham gap   7.298 eV

ORCA input file:
```
! wB97M-V def2-TZVPD RIJCOSX def2/J DEFGRID3
* xyz 0 1
S -3.4674 -0.0218 0.0087
C -1.7947 0.2861 -0.0633
C -0.9281 1.4755 -0.5147
C 0.4329 1.6980 -0.2138
C 1.2592 0.5792 0.6039
C 1.3509 -0.7240 -0.3085
N 0.0553 -1.4934 -0.5449
C -0.9610 -1.0699 0.2846
H -1.7598 2.3523 -0.7333
H 0.8492 2.6663 -0.4461
H 2.2770 0.9352 0.7605
H 0.8075 0.4118 1.5485
H 1.9981 -1.3816 0.1467
H 2.0047 -0.6017 -1.1913
H 0.0195 -2.3538 -0.8603
H -1.5511 -1.8834 0.2207
H -0.5922 -0.8747 1.3025
*
```

Results of the Mulliken charge analysis, in e, for atoms 1 through 8: number 1, S, carries -0.23; number 2, C, carries 0.24; number 3, C, carries -0.33; number 4, C, carries -0.22; number 5, C, carries -0.79; number 6, C, carries -0.73; number 7, N, carries -0.20; number 8, C, carries -0.84

***

Most stable one: (Q), least stable one: (P).

***

(P)
Density functional theory data (the ωB97M-V functional and the def2-TZVPD basis) for one molecule with the formula C6H9NS.

Output
SMILES   C[C@]12S[C@H]1C[C@H]1N[C@H]12
Kohn-Sham gap   9.622 eV

ORCA input file:
```
! wB97M-V def2-TZVPD RIJCOSX def2/J DEFGRID3
* xyz 0 1
C -1.7487 1.4631 0.4176
C -0.6389 0.4947 0.0819
S -1.0935 -1.1107 -0.6728
C -0.3214 -0.6926 0.9208
C 1.1843 -0.8144 1.0867
C 1.7958 0.3181 0.2504
N 1.6041 0.3288 -1.1832
C 0.6815 1.1030 -0.3734
H -2.0792 1.9980 -0.4744
H -1.3813 2.2062 1.1456
H -2.6087 0.9290 0.8636
H -0.9565 -0.9013 1.7902
H 1.4288 -0.6688 2.1107
H 1.5546 -1.7972 0.7950
H 2.7064 0.7952 0.5829
H 1.1651 -0.4916 -1.5353
H 0.7238 2.1685 -0.5347
*
```

Results of the Mulliken charge analysis, in e, for atoms 1 through 8: number 1, C, carries -1.36; number 2, C, carries 0.91; number 3, S, carries -0.22; number 4, C, carries -0.52; number 5, C, carries -0.87; number 6, C, carries -0.15; number 7, N, carries -0.65; number 8, C, carries -0.49

***

(Q)
Density functional theory data (the ωB97M-V functional and the def2-TZVPD basis) for one molecule with the formula C6H9NS.

Output
SMILES   C#C/C(=C\SC)CN
Kohn-Sham gap   8.903 eV

ORCA input file:
```
! wB97M-V def2-TZVPD RIJCOSX def2/J DEFGRID3
* xyz 0 1
C 0.5036 2.3428 -0.3428
C 0.2426 1.1548 -0.4608
C 0.2067 -0.3364 -0.5311
C -0.8368 -1.2668 -0.4981
S -2.6137 -0.8542 -0.1832
C -2.3031 0.7817 0.5018
C 1.5783 -0.8739 -0.5852
N 2.1473 -0.8325 0.8371
H 0.2743 3.3764 -0.4858
H -0.6873 -2.3942 -0.5956
H -3.2006 1.3106 1.1894
H -2.1070 1.6490 -0.1143
H -1.3886 0.6142 1.3144
H 1.5040 -1.8686 -0.8878
H 2.1073 -0.2161 -1.3452
H 1.4672 -1.3498 1.3759
H 3.1057 -1.2369 0.8114
*
```

Results of the Mulliken charge analysis, in e, for atoms 1 through 8: number 1, C, carries 0.14; number 2, C, carries -0.81; number 3, C, carries 0.45; number 4, C, carries -0.29; number 5, S, carries -0.10; number 6, C, carries -0.79; number 7, C, carries -0.76; number 8, N, carries -0.60

***

(R)
Density functional theory data (the ωB97M-V functional and the def2-TZVPD basis) for one molecule with the formula C6H9NS.

Output
SMILES   CC(=S)C(C)(C)C#N
Kohn-Sham gap   8.510 eV

ORCA input file:
```
! wB97M-V def2-TZVPD RIJCOSX def2/J DEFGRID3
* xyz 0 1
C -0.8750 -1.9327 0.1987
C -1.2184 -0.5939 -0.1442
S -2.5750 0.1848 -0.2274
C 0.3879 0.4151 -0.2092
C 0.1076 1.3904 -1.3324
C 0.4992 0.9857 1.2089
C 1.5024 -0.4800 -0.2708
N 2.3630 -1.2418 -0.2916
H -1.5575 -2.7802 0.2466
H -0.1224 -2.3911 -0.5195
H -0.2112 -1.8236 1.1902
H -0.5188 2.2431 -0.9622
H -0.3082 0.7250 -2.0832
H 1.0299 1.9233 -1.6178
H -0.3675 1.4162 1.6361
H 0.6385 0.1039 1.8845
H 1.2255 1.8558 1.2932
*
```

Results of the Mulliken charge analysis, in e, for atoms 1 through 8: number 1, C, carries -0.88; number 2, C, carries 0.24; number 3, S, carries -0.23; number 4, C, carries 1.25; number 5, C, carries -1.63; number 6, C, carries -1.33; number 7, C, carries -0.05; number 8, N, carries -0.51

***

Most stable one: (P), least stable one: (Q).